[1]
Density functional theory data (wB97M-V/def2-TZVPD) for C29H48Cl2N3O4PmSeSi as an isolated structure in a non-equilibrium geometry.

E = -158341.4917 eV
Kohn-Sham gap (spin up / spin down) = 6.31 / 6.32 eV
Net charge = 0
Spin multiplicity = 5
Relative energy (zero: lowest compared OMol25 entry of this formula, charge and spin) = 0.00 kJ/mol
Molar mass = 825.67 g/mol

XYZ file:
```
89
Properties=species:S:1:pos:R:3:mulliken_charge:R:1
C -1.379 -0.372 -4.453 -1.456
C -0.887 -1.527 -3.621 -0.312
H -1.173 -0.534 -5.522 0.413
H -0.891 0.564 -4.135 0.060
H -2.471 -0.233 -4.366 0.341
C -0.291 -2.612 -4.159 0.504
C 0.162 -2.747 -5.577 -1.717
H -0.208 -3.531 -3.575 0.647
H 0.473 -1.784 -6.011 0.387
H -0.634 -3.158 -6.218 0.347
H 1.013 -3.441 -5.663 0.360
Pm 0.917 0.690 0.203 0.425
Cl 2.702 2.602 0.167 -0.557
C 0.102 -2.357 1.891 0.041
O 0.812 -1.329 1.704 -0.678
N 0.437 -3.423 2.620 0.525
C 1.771 -3.641 3.162 -1.011
C -0.515 -4.491 2.928 -1.032
H -0.911 -2.427 1.451 0.376
H 2.399 -2.759 3.033 0.271
H 2.235 -4.511 2.673 0.298
H 1.669 -3.884 4.227 0.340
H -1.521 -4.201 2.615 0.297
H -0.500 -4.676 4.010 0.390
H -0.233 -5.421 2.416 0.326
H 0.640 2.798 5.525 0.279
H -1.216 4.715 4.658 0.322
C 1.190 3.300 4.717 -0.993
C -0.540 4.841 3.798 -0.891
N 0.289 3.649 3.617 0.281
H 1.990 2.650 4.357 0.265
C 0.163 2.888 2.542 1.185
O 0.687 1.746 2.405 -0.561
H -1.147 5.019 2.901 0.243
H -0.460 3.317 1.734 -0.481
H 1.617 4.229 5.109 0.376
H 0.102 5.716 3.974 0.331
H 1.417 -0.424 -3.247 0.288
H 2.536 -3.206 -3.525 0.171
C 2.510 -0.308 -3.167 -1.295
C 3.434 -2.651 -3.218 -0.755
N 3.085 -1.448 -2.453 0.318
H 2.721 0.629 -2.633 0.377
C 3.268 -1.408 -1.121 0.104
O 2.705 -0.577 -0.365 -0.328
H 4.038 -3.299 -2.575 0.289
H 3.960 -2.188 -0.743 0.273
H 2.940 -0.274 -4.175 0.419
H 3.998 -2.380 -4.116 0.344
O -0.305 -0.407 -1.522 0.495
C -1.087 -1.394 -2.095 0.249
C 0.403 -3.241 -1.276 0.606
C -0.891 -2.740 -1.366 -0.141
H 1.228 -2.645 -1.672 0.165
C 0.648 -4.518 -0.775 -0.793
H -2.133 -1.050 -1.980 0.543
C -1.963 -3.549 -0.999 -0.577
H 1.674 -4.882 -0.760 0.400
C -0.419 -5.329 -0.385 -0.928
C -1.723 -4.832 -0.492 -0.761
H -2.974 -3.154 -1.142 0.427
H -0.227 -6.360 -0.061 0.481
H -2.563 -5.479 -0.232 0.377
Si -0.121 4.592 -2.169 0.426
Cl 0.185 2.364 -2.159 -0.117
C 1.606 5.262 -2.180 -1.014
C -1.265 4.751 -0.704 -0.497
C -0.850 5.564 -3.644 -1.139
H 2.364 4.481 -2.111 0.260
H 1.782 5.985 -1.382 0.330
H 1.745 5.793 -3.129 0.337
H -0.133 5.568 -4.478 0.317
H -0.975 6.624 -3.354 0.317
H -1.820 5.222 -4.028 0.334
H -1.282 3.857 -0.059 -0.237
H -2.298 4.923 -1.050 0.353
H -0.992 5.620 -0.088 0.335
Se -2.322 0.417 1.137 -0.327
C -2.503 0.643 2.955 0.196
C -3.646 1.248 3.538 -0.641
C -3.704 1.511 4.901 -0.495
C -2.602 1.216 5.726 -0.532
C -1.477 0.582 5.176 -0.614
C -1.464 0.236 3.833 0.065
H -4.471 1.523 2.884 0.390
H -4.606 1.957 5.333 0.347
H -2.605 1.468 6.786 0.370
H -0.611 0.342 5.801 0.474
H -0.608 -0.297 3.421 0.076
```

=====

[2]
Density functional theory data (wB97M-V/def2-TZVPD) for one molecule with the formula C15H31P in a non-equilibrium geometry.

Structure (SMILES) = C#C[PH2](CCCCCCCC)CCC(C)C
E = -25338.0727 eV
Kohn-Sham gap = 9.36 eV
Net charge = 0
Spin multiplicity = 1
Molar mass = 242.39 g/mol

XYZ file:
```
47
Properties=species:S:1:pos:R:3:mulliken_charge:R:1
C 3.311 -3.875 1.722 -0.210
C 2.822 -2.766 1.180 -0.570
P 2.152 -1.143 0.387 0.985
C 1.153 -2.127 -0.905 -1.047
C -0.441 -2.184 -0.639 0.035
C -1.220 -1.502 -1.913 -0.390
C -2.827 -1.416 -1.676 -0.590
C -3.318 0.115 -1.531 -0.881
C -2.730 0.895 -0.248 0.224
C -3.088 0.224 1.177 -0.285
C -4.682 0.116 1.479 -1.062
C 3.177 -0.073 1.586 -0.900
C 3.256 1.499 1.211 -0.642
C 2.056 2.052 0.282 1.054
C 2.448 2.036 -1.319 -0.900
C 1.752 3.635 0.613 -1.223
H 3.769 -4.927 1.883 0.336
H 0.964 -0.574 0.963 -0.144
H 2.932 -0.601 -0.693 -0.125
H 1.506 -3.226 -1.045 0.399
H 1.291 -1.619 -1.948 0.406
H -0.770 -3.291 -0.478 0.290
H -0.802 -1.609 0.290 -0.288
H -0.809 -0.444 -2.117 0.082
H -0.952 -2.171 -2.819 0.370
H -3.335 -1.830 -2.641 0.333
H -3.133 -2.098 -0.797 0.282
H -4.472 0.173 -1.621 0.314
H -2.912 0.679 -2.471 0.337
H -3.130 1.978 -0.298 0.409
H -1.571 0.970 -0.352 -0.412
H -2.553 -0.796 1.338 0.052
H -2.650 0.924 2.001 0.358
H -5.170 1.110 1.171 0.259
H -4.826 0.003 2.628 0.364
H -5.108 -0.808 0.937 0.229
H 4.265 -0.494 1.633 0.337
H 2.729 -0.246 2.646 0.371
H 3.176 2.079 2.222 0.234
H 4.300 1.797 0.786 0.267
H 1.049 1.517 0.411 -0.235
H 1.591 1.428 -1.825 0.053
H 2.576 3.088 -1.758 0.377
H 3.427 1.423 -1.483 0.252
H 2.383 4.352 -0.027 0.279
H 1.817 3.848 1.745 0.334
H 0.641 3.847 0.322 0.286
```